99
Properties=species:S:1:pos:R:3:mulliken_charge:R:1 method="wB97M-V/def2-TZVPD" e_tot_ev=-142484.6397 e_lumo_ev=-0.1 e_above_lowest_ev=0.000 homo_ev=-5.4 largest_force_ev_per_a=2.229
N 2.51021 -2.74902 5.60932 -0.672
C 2.08831 -3.47701 4.57578 -0.399
C 2.55828 -3.28739 3.27326 -0.257
C 3.50383 -2.24841 3.03731 0.894
C 4.00485 -1.55144 4.16424 -0.574
C 3.46733 -1.83935 5.42459 -0.340
C 3.82199 -1.83084 1.68210 -0.523
Pd 1.34230 2.30509 -1.15865 -0.295
P -0.50060 2.23508 -2.61721 0.602
C 4.47206 -0.66110 1.37572 -0.483
C 4.22587 0.06062 0.15210 0.849
C 4.33410 1.47093 0.14303 -0.809
C 3.77670 2.20764 -0.89467 -0.434
C 3.03928 1.48145 -1.90587 -0.834
C 3.15265 0.05263 -2.02433 -0.396
C 3.76472 -0.63153 -1.01052 -0.842
Br 2.61637 2.53113 -3.59234 -0.071
H 3.50714 -2.50047 0.87548 0.162
H 5.20684 -0.24224 2.06200 0.543
H 2.14411 -3.87353 2.44875 0.384
H 4.75320 -0.75808 4.07785 0.263
H 1.33121 -4.23390 4.78186 0.391
H 3.80701 -1.28383 6.29942 0.377
H 4.82962 1.97019 0.97980 0.254
H 3.81685 -1.72805 -1.03082 0.479
H 3.94540 3.28050 -1.04899 0.592
H 2.77137 -0.42470 -2.92528 0.735
P 0.52492 2.43679 1.02571 1.558
C -0.30238 0.55274 -3.39137 2.229
C -0.53101 0.43629 -4.89723 -1.455
H -0.95419 -0.14001 -2.82336 -0.852
H 0.73392 0.26586 -3.14811 -0.956
H -0.20311 -0.55962 -5.24460 0.437
H -1.59067 0.54733 -5.17689 0.304
H 0.06038 1.17814 -5.44801 0.370
C -0.34872 3.83802 -3.56114 -0.211
C -1.41350 4.30837 -4.54789 -1.445
H 0.63744 3.81830 -4.05507 0.197
H -0.24181 4.58135 -2.75293 0.190
H -1.00611 5.15454 -5.12189 0.425
H -1.69413 3.52313 -5.25991 0.276
H -2.31310 4.67299 -4.03735 0.314
C -2.22144 2.17217 -2.02243 0.688
C -3.31419 1.98735 -3.07300 -1.467
H -2.37906 3.10313 -1.46194 0.454
H -2.22939 1.33961 -1.30231 -0.515
H -4.30294 1.99902 -2.59544 0.459
H -3.31161 2.78780 -3.82145 0.199
H -3.22613 1.02400 -3.58828 0.165
C -1.15209 1.99231 1.62961 0.660
C -2.32375 2.87828 1.22805 -1.401
H -1.08273 1.98590 2.72757 0.380
H -1.29094 0.94637 1.31400 -0.817
H -3.00070 3.00978 2.08289 0.344
H -2.00496 3.87562 0.90853 0.370
H -2.90589 2.42110 0.42353 0.354
C 0.62674 4.23811 1.36333 -0.938
C 2.04411 4.78679 1.27250 -0.947
H 0.18563 4.40990 2.35362 0.493
H -0.01496 4.72797 0.62200 0.280
H 2.01351 5.86981 1.11496 0.380
H 2.61811 4.59588 2.18423 0.302
H 2.59830 4.35299 0.43145 0.004
C 1.56343 1.72168 2.37356 0.164
C 1.03485 0.56717 3.23139 -1.291
H 1.81119 2.57179 3.02746 0.473
H 2.49849 1.40619 1.88808 -0.577
H 1.73898 0.39036 4.05399 0.450
H 0.05888 0.76774 3.68857 0.453
H 0.96226 -0.36287 2.65658 0.023
C -0.99186 -3.38401 2.56529 -0.881
N -1.29497 -3.67978 1.16568 0.565
C -1.77020 -5.04704 0.96111 -1.138
P -1.72590 -2.42723 0.14010 0.146
O -0.90796 -1.20255 0.32787 -0.413
N -1.66582 -3.27331 -1.31303 0.165
C -2.39186 -2.75616 -2.47077 -0.960
C -0.38649 -3.88459 -1.67866 -0.903
N -3.37060 -2.08223 0.19281 0.298
C -4.34657 -3.16451 0.12862 -1.041
C -3.81030 -0.96867 1.03314 -0.849
H -0.22413 -4.08716 2.92345 0.353
H -1.88751 -3.50288 3.20318 0.229
H -0.60297 -2.36172 2.66870 -0.019
H -2.60858 -5.29204 1.63623 0.290
H -2.08250 -5.21203 -0.07747 0.353
H -0.94682 -5.74349 1.18737 0.312
H -1.74008 -2.16078 -3.13318 0.152
H -2.78559 -3.60243 -3.05584 0.336
H -3.23730 -2.13955 -2.14193 0.354
H 0.27031 -3.17048 -2.20658 0.174
H 0.13184 -4.25621 -0.78666 0.312
H -0.58142 -4.73446 -2.35000 0.338
H -4.46456 -3.67439 1.10012 0.240
H -5.31693 -2.71895 -0.13441 0.434
H -4.09208 -3.89925 -0.64357 0.304
H -3.70846 -1.19838 2.10957 0.272
H -3.23361 -0.06080 0.80684 0.114
H -4.86969 -0.76946 0.81703 0.345

***

118
Properties=species:S:1:pos:R:3:mulliken_charge:R:1 method="wB97M-V/def2-TZVPD" e_tot_ev=-118911.3556 e_lumo_ev=0.1 smiles="CC[C@@H](Cl)[C@]1(Cl)C[C@@H](I)NC1=O.COC(=O)OC.COC(=O)OC.COC(=O)OC.COC(=O)OC.COC(=O)OC.COC(=O)OC.COC(=O)OC.COC(=O)OC" e_above_lowest_ev=0.544 homo_ev=-10.0 largest_force_ev_per_a=1.349
C 2.04022 -3.22280 0.99445 -1.219
C 0.69452 -3.92193 0.73732 -0.567
C -0.51648 -3.01056 0.77544 -0.035
Cl -0.30872 -1.53830 -0.25174 -0.140
C -1.81472 -3.70994 0.35135 0.935
Cl -1.64217 -4.78155 -1.03950 -0.163
C -3.06740 -2.80882 0.22248 -0.943
C -3.20869 -2.42381 1.69216 -0.701
I -5.02834 -1.42459 2.21255 0.130
N -2.91923 -3.62186 2.46692 -0.246
C -2.31242 -4.53942 1.57669 -0.248
O -2.24978 -5.74134 1.70455 -0.597
H 2.38239 -3.35604 2.01532 0.090
H 2.00149 -2.15325 0.80736 0.472
H 2.76957 -3.61566 0.29353 0.406
H 0.74834 -4.51295 -0.16734 0.470
H 0.55081 -4.62799 1.55792 0.171
H -0.62175 -2.65044 1.79392 0.480
H -3.85773 -3.52757 0.00724 0.461
H -2.97279 -1.99535 -0.47974 0.426
H -2.48069 -1.63448 1.85292 0.443
H -3.75148 -4.10863 2.78811 0.406
C -4.80072 2.03139 3.99057 -0.360
O -4.33307 3.26391 3.43860 -0.349
C -5.05863 3.70947 2.41574 0.758
O -6.02811 3.16907 1.95120 -0.552
O -4.52585 4.85342 1.99424 -0.332
C -5.21360 5.44582 0.89058 -0.636
H -4.12911 1.78070 4.80670 0.243
H -5.81134 2.14337 4.38040 0.307
H -4.77356 1.23900 3.24394 -0.048
H -6.23892 5.68789 1.16334 0.347
H -5.19813 4.78242 0.02761 0.294
H -4.68549 6.36155 0.64846 0.233
C 6.20406 -6.26303 5.34149 -0.629
O 4.97967 -6.99560 5.24805 -0.348
C 4.03368 -6.38653 4.54037 0.745
O 4.13848 -5.31597 4.00070 -0.474
O 2.95454 -7.16427 4.52510 -0.361
C 1.85408 -6.62956 3.78582 -0.610
H 6.87934 -6.86965 5.93704 0.226
H 6.63350 -6.10334 4.35410 0.313
H 6.04232 -5.30860 5.83960 0.267
H 2.12558 -6.49034 2.74062 0.282
H 1.52374 -5.68598 4.21767 0.271
H 1.05259 -7.35837 3.85611 0.313
C 8.00465 -1.28333 0.41376 -0.664
O 7.14675 -0.91913 1.49622 -0.336
C 6.52100 -1.94920 2.06806 0.791
O 6.62893 -3.10236 1.74634 -0.550
O 5.76280 -1.47671 3.05226 -0.349
C 5.02292 -2.48060 3.75753 -0.216
H 8.44860 -0.36496 0.04022 0.188
H 8.79627 -1.94710 0.75626 0.313
H 7.43784 -1.75386 -0.38724 0.330
H 5.69356 -3.19360 4.22805 0.220
H 4.33719 -2.99897 3.09637 0.058
H 4.45215 -1.96927 4.52837 0.269
C 11.42017 0.50514 1.72435 -0.654
O 11.83123 -0.55979 0.86513 -0.263
C 13.05910 -1.01614 1.10787 0.774
O 13.80601 -0.61218 1.95772 -0.538
O 13.31321 -1.99774 0.24493 -0.308
C 14.60739 -2.58576 0.39128 -0.635
H 10.41235 0.77682 1.42392 0.165
H 11.40427 0.17935 2.76250 0.326
H 12.07198 1.36937 1.61381 0.330
H 14.71759 -3.03110 1.37797 0.294
H 15.38693 -1.84484 0.22578 0.295
H 14.67878 -3.36119 -0.36545 0.218
C -7.66264 -1.10979 -3.70096 -0.621
O -7.19330 -2.27769 -4.37684 -0.336
C -6.35063 -3.02042 -3.66294 0.831
O -5.97685 -2.78316 -2.54380 -0.538
O -5.99060 -4.06776 -4.40019 -0.324
C -5.08312 -4.95221 -3.74016 -0.388
H -8.33255 -0.60524 -4.39071 0.214
H -8.20777 -1.38043 -2.79887 0.292
H -6.83333 -0.44990 -3.45324 0.286
H -5.53710 -5.36859 -2.84300 0.290
H -4.16032 -4.43324 -3.48654 0.062
H -4.86137 -5.75559 -4.43598 0.241
C -7.55716 4.93458 -2.83252 -0.699
O -7.03021 6.18636 -2.38295 -0.197
C -7.29836 7.21842 -3.18522 0.676
O -7.91869 7.17600 -4.21099 -0.556
O -6.74939 8.30340 -2.63861 -0.202
C -6.94847 9.50967 -3.38116 -0.797
H -7.26720 4.19566 -2.09103 0.185
H -8.64235 4.97713 -2.89593 0.326
H -7.13464 4.66600 -3.79861 0.329
H -8.00862 9.73847 -3.46427 0.317
H -6.50114 9.42985 -4.36989 0.348
H -6.45230 10.29777 -2.82142 0.245
C -4.21072 8.44938 -1.12164 -0.601
O -4.31585 9.40447 -0.06100 -0.300
C -3.23817 10.16943 0.09838 0.793
O -2.23212 10.11856 -0.55704 -0.546
O -3.46884 11.00484 1.11050 -0.342
C -2.38582 11.89186 1.39559 -0.643
H -5.13419 7.89549 -1.14474 0.096
H -4.06947 8.94957 -2.07732 0.379
H -3.38759 7.75960 -0.93416 0.401
H -2.17293 12.52698 0.53792 0.295
H -1.49554 11.33326 1.67745 0.294
H -2.70577 12.50759 2.23087 0.226
C -1.09810 -1.84005 -3.70481 -0.300
O -0.34510 -1.63171 -4.90296 -0.375
C 0.45666 -2.64403 -5.22217 0.738
O 0.58200 -3.66837 -4.60544 -0.553
O 1.09810 -2.32700 -6.34647 -0.341
C 2.00059 -3.33319 -6.80817 -0.621
H -1.70612 -0.95055 -3.56240 0.308
H -1.74973 -2.70687 -3.80576 0.189
H -0.44103 -1.96831 -2.84739 0.130
H 1.46761 -4.25608 -7.02844 0.292
H 2.77990 -3.51816 -6.07146 0.295
H 2.44859 -2.94829 -7.71944 0.214

***

95
Properties=species:S:1:pos:R:3:mulliken_charge:R:1 method="wB97M-V/def2-TZVPD" e_tot_ev=-44807.6625 e_lumo_ev=-3.9 e_above_lowest_ev=0.000 homo_ev=-11.1 largest_force_ev_per_a=1.873 charge=+1
C -2.33703 -2.10067 1.58575 -1.355
C -1.27897 -1.33866 0.79759 0.801
C -0.93115 -1.63924 -0.49936 -1.075
C 0.05594 -0.92906 -1.13728 -0.816
C 0.70912 0.10503 -0.51325 1.155
C 1.82376 0.86096 -1.25644 -1.586
C 2.44989 1.88108 -0.34447 0.282
N 3.43140 1.44723 0.45458 0.239
C 4.02164 2.26483 1.33463 -0.486
C 3.62609 3.55554 1.44966 -0.659
C 2.62561 4.03672 0.61878 0.039
C 2.00370 3.19347 -0.30130 0.481
C 0.90140 3.74440 -1.17848 -1.147
C -0.40843 3.86448 -0.34079 -0.493
O -1.29138 2.80128 -0.65539 -0.531
C 0.32923 0.41703 0.77739 -0.123
C -0.64716 -0.28909 1.43916 -1.270
H -2.74824 -2.94018 1.02419 0.353
H -3.10531 -1.39107 1.91349 0.308
H -1.83687 -2.42079 2.50822 0.392
H -1.44804 -2.44854 -1.00983 0.540
H 0.30944 -1.19595 -2.16358 0.556
H 2.56635 0.08938 -1.51765 0.449
H 1.46959 1.26988 -2.20200 0.598
H 3.70622 0.47449 0.36725 0.317
H 4.81637 1.86390 1.95568 0.409
H 4.10288 4.18908 2.19223 0.575
H 2.28960 5.06861 0.68359 0.517
H 0.65787 3.07511 -2.00618 0.158
H 1.18718 4.69943 -1.62889 0.537
H -0.13503 3.77066 0.72222 0.359
H -0.86217 4.85698 -0.45695 0.375
H -1.63374 2.46337 0.17898 0.316
H 0.78177 1.23905 1.33470 0.287
H -0.90123 -0.01515 2.46029 0.438
C -1.20261 -5.22596 -3.98124 -1.087
C -1.56089 -5.47365 -2.52692 -0.288
O -2.95200 -5.43782 -2.26419 -0.393
C -3.74569 -6.38914 -2.95482 -0.328
C -3.36827 -7.83129 -2.66375 -1.031
H -1.59577 -4.26232 -4.31095 0.289
H -0.11932 -5.22440 -4.10805 0.359
H -1.61497 -5.98966 -4.64181 0.332
H -1.11521 -4.68324 -1.91969 0.226
H -1.13140 -6.41687 -2.17206 0.348
H -3.72382 -6.19040 -4.03176 0.291
H -4.77228 -6.21633 -2.63037 0.331
H -2.34871 -8.05951 -2.97746 0.271
H -4.03931 -8.51008 -3.19096 0.393
H -3.43584 -8.03433 -1.59364 0.287
C 6.32824 8.86059 4.57048 -1.043
C 5.64888 7.95684 3.55731 -0.316
O 5.28334 6.68601 4.07580 -0.412
C 4.37705 6.69186 5.16748 -0.364
C 3.04049 7.34267 4.85360 -0.936
H 7.22055 8.37858 4.97296 0.293
H 6.61831 9.80160 4.10251 0.385
H 5.67528 9.09504 5.41203 0.269
H 6.34022 7.75960 2.73718 0.322
H 4.77719 8.45263 3.11607 0.302
H 4.84084 7.15812 6.04215 0.332
H 4.21158 5.64505 5.42768 0.338
H 3.14877 8.39595 4.59372 0.267
H 2.37772 7.27864 5.71698 0.389
H 2.56141 6.84362 4.00786 0.187
C 3.14424 -1.38969 -4.83195 -0.841
C 2.78334 -2.82501 -5.18079 -0.426
O 1.42116 -3.00606 -5.51611 -0.364
C 0.94437 -2.27298 -6.63358 -0.282
C 1.67032 -2.58786 -7.92976 -1.103
H 2.52778 -1.03382 -4.00176 0.033
H 4.19493 -1.32267 -4.54492 0.454
H 2.98479 -0.71212 -5.67145 0.288
H 2.96656 -3.45869 -4.31181 0.364
H 3.42718 -3.20338 -5.98135 0.320
H 0.97250 -1.19777 -6.42214 0.287
H -0.10772 -2.53887 -6.74055 0.332
H 2.72992 -2.33303 -7.87910 0.270
H 1.23106 -2.02513 -8.75392 0.406
H 1.59932 -3.65256 -8.15669 0.288
C -7.28194 -1.06283 5.17492 -1.087
C -6.26265 -0.93416 4.05627 -0.315
O -5.05671 -1.64082 4.29489 -0.414
C -5.17378 -3.04367 4.46603 -0.383
C -5.77080 -3.76125 3.26737 -0.952
H -6.85698 -0.71812 6.11919 0.293
H -8.16737 -0.46723 4.95007 0.391
H -7.60307 -2.09521 5.31829 0.268
H -5.98112 0.11453 3.95108 0.331
H -6.69734 -1.23643 3.09713 0.321
H -5.73966 -3.26855 5.37618 0.353
H -4.16066 -3.41212 4.63377 0.350
H -6.79023 -3.43386 3.05995 0.281
H -5.79558 -4.83678 3.44570 0.400
H -5.17598 -3.56921 2.37230 0.182

***

114
Properties=species:S:1:pos:R:3:mulliken_charge:R:1 method="wB97M-V/def2-TZVPD" e_tot_ev=-101818.6270 e_lumo_ev=-1.2 smiles="CC(=O)OC(=O)CB[C@H](Cl)[C@@H](C)Cl.CCOC(=O)OC.CCOC(=O)OC.CCOC(=O)OC.CCOC(=O)OC.CCOC(=O)OC.CCOC(=O)OC" homo_ev=-10.7 largest_force_ev_per_a=10.050
C -1.77151 -2.62692 -1.50356 -0.624
C -3.16489 -3.40120 -1.88666 0.511
O -3.08861 -4.74864 -2.04840 -0.474
O -4.47893 -2.78284 -2.12242 -0.298
C -5.05481 -2.20432 -0.89782 0.426
O -4.82678 -0.91014 -0.65420 -0.417
C -5.98305 -3.20618 0.03876 -0.489
B -5.14533 -4.01007 1.20293 0.065
C -4.46996 -3.36336 2.55501 -0.255
Cl -4.16001 -1.53759 2.48619 -0.064
C -3.10706 -4.25689 2.92075 -0.115
C -1.85342 -3.95116 1.87469 -0.514
Cl -2.52381 -3.61129 4.58768 -0.189
H -1.19107 -2.18614 -2.42257 0.333
H -1.99896 -1.75648 -0.75526 0.079
H -1.04821 -3.43726 -1.01718 0.321
H -6.41191 -4.02662 -0.71380 0.242
H -6.94698 -2.63320 0.44395 0.356
H -5.01712 -5.19341 1.06045 -0.049
H -5.23736 -3.53739 3.45111 0.302
H -3.34798 -5.41544 3.02315 0.360
H -1.52282 -2.80763 1.94976 0.116
H -0.89513 -4.56038 2.24295 0.370
H -2.17148 -4.20491 0.77743 -0.052
C -2.96265 2.15216 -1.85849 -1.047
C -3.18421 1.82375 -0.39249 0.204
O -2.09566 2.30356 0.40754 -0.222
C -2.10702 3.63131 0.67773 0.580
O -2.95314 4.43372 0.31036 -0.628
O -0.99944 3.92408 1.40326 -0.081
C -0.83920 5.31416 1.67701 -0.715
H -1.98710 1.78439 -2.19273 0.273
H -3.74382 1.70365 -2.47856 0.438
H -2.96854 3.23356 -2.02775 0.193
H -3.21622 0.73602 -0.26581 -0.054
H -4.13955 2.21859 -0.02826 0.293
H -1.73872 5.73619 2.13631 0.363
H -0.58950 5.84774 0.75463 0.206
H -0.00911 5.42915 2.37911 0.269
C 1.78458 6.71380 -5.75509 -1.091
C 2.18831 7.04658 -4.32948 -0.110
O 1.04549 7.42564 -3.55134 -0.392
C 0.26589 6.40532 -3.11865 0.764
O 0.45631 5.21558 -3.32598 -0.582
O -0.78180 6.93340 -2.43872 -0.375
C -1.73609 5.96628 -2.00635 -0.242
H 1.21624 7.53851 -6.19724 0.291
H 2.66608 6.51785 -6.37189 0.363
H 1.13903 5.83048 -5.78834 0.306
H 2.86715 7.90643 -4.33661 0.294
H 2.72488 6.21663 -3.85563 0.246
H -1.25857 5.16128 -1.43878 -0.205
H -2.27403 5.56364 -2.87025 0.369
H -2.45562 6.46684 -1.35293 0.331
C 1.61592 2.49596 -0.44447 -0.934
C 3.12583 2.65727 -0.46004 -0.295
O 3.71245 2.07832 0.71295 -0.317
C 3.83176 0.72861 0.70398 0.788
O 3.49511 -0.01804 -0.20372 -0.593
O 4.36333 0.34378 1.89064 -0.329
C 4.45594 -1.07000 2.05057 -0.774
H 1.19580 2.88954 0.48680 0.150
H 1.16135 3.02017 -1.28972 0.420
H 1.32936 1.44104 -0.50039 0.278
H 3.37632 3.72372 -0.44719 0.377
H 3.56972 2.23317 -1.36798 0.305
H 4.98282 -1.53251 1.20993 0.314
H 3.45450 -1.49740 2.16133 0.303
H 5.02188 -1.27272 2.96371 0.269
C 1.92416 1.10822 3.84229 -0.555
C 0.42645 1.26251 4.04013 -0.215
O 0.08150 1.15245 5.42725 -0.373
C 0.31938 2.25374 6.17999 0.705
O 0.78606 3.31122 5.78163 -0.560
O -0.02257 1.97127 7.46144 -0.337
C 0.26768 3.02121 8.38140 -0.629
H 2.28032 0.18102 4.30287 0.338
H 2.17541 1.09655 2.77805 -0.149
H 2.47311 1.92836 4.31570 0.328
H -0.09329 0.45151 3.51823 0.389
H 0.05675 2.20484 3.61991 0.252
H -0.16798 3.97030 8.05336 0.290
H 1.35079 3.11597 8.50681 0.286
H -0.17105 2.75794 9.34754 0.225
C 7.21383 1.83346 -0.21642 -1.003
C 7.07872 0.89169 -1.40002 -0.102
O 7.34670 1.57733 -2.63018 -0.352
C 8.65553 1.78474 -2.91300 0.726
O 9.60473 1.43700 -2.22539 -0.558
O 8.73169 2.47264 -4.07912 -0.332
C 10.05920 2.84064 -4.44684 -0.624
H 6.59158 2.72299 -0.35863 0.240
H 6.91687 1.33569 0.71089 0.235
H 8.24498 2.18287 -0.10356 0.417
H 6.04696 0.52779 -1.45740 0.251
H 7.72481 0.01264 -1.29474 0.310
H 10.72625 1.97276 -4.45260 0.292
H 10.43312 3.61099 -3.76524 0.286
H 10.02926 3.25718 -5.45720 0.226
C -4.71007 -11.37274 0.13399 -1.097
C -5.94879 -10.89158 -0.60097 -0.153
O -5.98394 -9.45953 -0.65743 -0.355
C -5.18035 -8.88929 -1.58755 0.716
O -4.45050 -9.48173 -2.36925 -0.564
O -5.30246 -7.54284 -1.48272 -0.264
C -4.43339 -6.81511 -2.34762 -0.419
H -4.63866 -10.90056 1.11919 0.285
H -4.73168 -12.45877 0.26034 0.356
H -3.79823 -11.10855 -0.41083 0.310
H -6.84201 -11.20988 -0.05228 0.285
H -6.01740 -11.32329 -1.60604 0.308
H -4.53756 -7.14437 -3.38634 0.317
H -3.39795 -6.92309 -2.00994 0.326
H -4.70675 -5.75795 -2.29364 0.001